(1)
Here is the molecule C6H7F5S in a non-equilibrium geometry from the OMol25 dataset. Energies are from the ωB97M-V functional and the def2-TZVPD basis.

Positions of all 19 atoms, in Å:
S (-1.212, -0.439, 2.111)
F (-0.279, -2.884, -1.931)
F (0.547, -2.144, 0.944)
F (-0.031, -0.930, -2.894)
F (-1.659, -1.687, -0.384)
F (1.498, -1.709, -1.645)
C (-0.592, -0.855, -0.589)
C (1.271, 0.107, 0.839)
C (2.505, -0.298, 1.165)
C (0.172, -1.632, -1.798)
C (0.181, -0.867, 0.720)
C (-1.125, 0.502, -1.116)
H (2.774, -1.366, 1.317)
H (3.446, 0.168, 1.310)
H (-1.661, 0.222, -2.065)
H (-1.616, -1.718, 2.183)
H (-0.250, 1.285, -1.395)
H (1.019, 1.153, 0.915)
H (-1.915, 0.885, -0.395)

Results
LUMO (alpha / beta) = 0.55 / -3.30 eV
HOMO level (alpha / beta) = -5.5 / -9.8 eV
Largest force on an atom = 4.18 eV/Å
ΔE to the lowest compared entry with this formula, charge and spin = 99.4 kJ/mol
E_tot = -30752.6153 eV
Multiplicity = 3
Kohn-Sham gap (alpha / beta) = 0.221 / 0.240 Eh

Atom-resolved charges from natural (NBO), all expressed in e:
1. S 0.249
2. F -0.308
3. F -0.352
4. F -0.319
5. F -0.358
6. F -0.320
7. C 0.228
8. C -0.306
9. C -0.387
10. C 0.947
11. C 0.125
12. C -0.666
13. H 0.198
14. H 0.206
15. H 0.247
16. H 0.121
17. H 0.248
18. H 0.219
19. H 0.229

(2)
Here is a cluster of 4 separate species, C23H33F8NO14 in total in a non-equilibrium geometry from the OMol25 dataset. Energies are from the ωB97M-V functional and the def2-TZVPD basis.

Positions of all 79 atoms, in Å:
F (-5.907, 0.983, 4.165)
F (-6.513, 2.585, 2.796)
F (-3.840, 3.495, 2.099)
F (-3.804, 2.575, 4.043)
F (-4.820, 1.579, 0.913)
F (-1.913, 0.965, 3.492)
F (-4.189, 0.051, 2.326)
F (-2.005, 1.380, 1.344)
O (3.838, 0.257, 1.736)
O (-6.307, -2.654, -3.251)
O (7.890, -4.294, 1.083)
O (4.787, -1.854, 2.004)
O (-5.871, -2.114, -5.402)
O (9.928, -4.963, 0.878)
O (-2.218, 4.310, -1.182)
O (8.796, -4.382, -0.985)
O (2.202, -0.410, 3.133)
O (-5.305, -0.793, -3.664)
O (0.055, 2.863, 2.041)
O (-2.972, 2.817, -2.696)
O (-1.912, 4.553, -3.408)
O (4.982, -0.187, 3.565)
N (1.407, -0.469, 5.452)
C (11.033, -5.321, 0.049)
C (-6.892, -3.892, -3.682)
C (8.857, -4.535, 0.206)
C (4.579, -0.733, 2.384)
C (3.034, 0.745, 2.802)
C (2.256, 1.953, 2.334)
C (-1.160, 3.074, 2.701)
C (-1.190, 5.769, -3.172)
C (4.164, 0.948, 3.803)
C (-4.628, 1.303, 2.210)
C (0.766, 1.724, 2.506)
C (-3.438, 2.016, -1.605)
C (0.226, 5.501, -2.709)
C (5.864, -4.984, -0.091)
C (-2.350, 3.931, -2.316)
C (1.921, -0.493, 4.394)
C (-5.828, -1.883, -4.224)
C (-4.691, 0.110, -4.588)
C (-5.839, -4.921, -4.031)
C (-3.605, 2.346, 2.736)
C (-2.129, 1.911, 2.575)
C (6.643, -3.841, 0.525)
C (-6.002, 1.359, 2.888)
H (4.887, -4.637, -0.427)
H (4.690, 1.827, 3.447)
H (-7.488, -4.237, -2.840)
H (3.901, 1.120, 4.835)
H (-1.600, 3.937, 2.225)
H (2.547, 2.788, 2.960)
H (-5.371, 0.383, -5.391)
H (0.740, 4.849, -3.416)
H (2.508, 2.166, 1.308)
H (0.470, 0.869, 1.912)
H (-7.570, -3.712, -4.516)
H (-2.592, 1.589, -1.070)
H (-6.306, -5.877, -4.266)
H (6.083, -3.418, 1.350)
H (-6.635, 0.635, 2.382)
H (0.235, 5.008, -1.738)
H (-1.733, 6.393, -2.462)
H (-4.424, 1.001, -4.033)
H (-4.054, 2.596, -0.931)
H (-1.179, 6.289, -4.128)
H (6.823, -3.045, -0.198)
H (0.535, 1.551, 3.550)
H (5.723, -5.783, 0.638)
H (-3.786, -0.333, -5.001)
H (11.297, -4.509, -0.624)
H (-4.033, 1.211, -2.023)
H (11.868, -5.524, 0.715)
H (10.801, -6.219, -0.521)
H (-5.252, -4.605, -4.892)
H (0.781, 6.436, -2.624)
H (-5.152, -5.061, -3.195)
H (6.391, -5.408, -0.945)
H (-1.007, 3.341, 3.742)

Results
LUMO = 0.26 eV
HOMO level = -10.6 eV
Largest force on an atom = 3.31 eV/Å
SMILES = N#CO[C@@]1(CCOCC(F)(F)C(F)(F)C(F)(F)C(F)F)COC(=O)O1.CCOC(=O)OC.CCOC(=O)OC.CCOC(=O)OC
E_tot = -76279.9272 eV
Kohn-Sham gap = 0.399 Eh

Atom-resolved charges from Löwdin, all expressed in e:
1. F 0.118
2. F 0.130
3. F 0.163
4. F 0.161
5. F 0.140
6. F 0.149
7. F 0.171
8. F 0.140
9. O 0.119
10. O 0.037
11. O 0.044
12. O 0.186
13. O 0.128
14. O 0.004
15. O 0.125
16. O 0.121
17. O 0.088
18. O 0.003
19. O -0.082
20. O 0.009
21. O 0.041
22. O 0.096
23. N 0.197
24. C -0.045
25. C -0.212
26. C -0.618
27. C -0.463
28. C -0.396
29. C -0.015
30. C -0.090
31. C -0.211
32. C -0.052
33. C -0.397
34. C -0.182
35. C -0.031
36. C -0.065
37. C -0.060
38. C -0.610
39. C -0.317
40. C -0.616
41. C -0.028
42. C -0.065
43. C -0.372
44. C -0.438
45. C -0.208
46. C -0.324
47. H 0.080
48. H 0.149
49. H 0.121
50. H 0.146
51. H 0.142
52. H 0.138
53. H 0.100
54. H 0.082
55. H 0.144
56. H 0.139
57. H 0.123
58. H 0.095
59. H 0.080
60. H 0.086
61. H 0.175
62. H 0.072
63. H 0.123
64. H 0.066
65. H 0.083
66. H 0.122
67. H 0.127
68. H 0.124
69. H 0.082
70. H 0.106
71. H 0.094
72. H 0.078
73. H 0.091
74. H 0.098
75. H 0.075
76. H 0.080
77. H 0.082
78. H 0.073
79. H 0.152

(3)
Here is a cluster of 2 separate species, C7H6NO2S in total in a non-equilibrium geometry from the OMol25 dataset. Energies are from the ωB97M-V functional and the def2-TZVPD basis.

Positions of all 17 atoms, in Å:
S (2.833, -0.612, 0.392)
O (3.357, -0.267, 1.672)
O (3.280, -1.781, -0.286)
N (3.983, 0.836, -0.668)
C (-1.578, -1.483, -0.300)
C (-2.230, -0.327, 0.087)
C (5.019, 1.285, -0.820)
C (-1.545, 0.734, 0.647)
C (-0.186, -1.592, -0.153)
C (0.367, -0.501, 0.401)
C (-0.154, 0.663, 0.821)
H (0.352, -2.473, -0.464)
H (-2.110, -2.317, -0.732)
H (-2.045, 1.641, 0.954)
H (0.398, 1.479, 1.256)
H (-3.298, -0.249, -0.060)
H (5.987, 1.699, -0.973)

Results
LUMO = -6.49 eV
HOMO level = -14.4 eV
Largest force on an atom = 2.53 eV/Å
ΔE to the lowest compared entry with this formula, charge and spin = 0.0 kJ/mol
Charge = +1
E_tot = -23765.1238 eV
Kohn-Sham gap = 0.289 Eh

Atom-resolved charges from natural (NBO), all expressed in e:
1. S 1.912
2. O -0.807
3. O -0.807
4. N -0.433
5. C -0.146
6. C -0.183
7. C 0.322
8. C -0.148
9. C -0.388
10. C 0.438
11. C -0.387
12. H 0.295
13. H 0.259
14. H 0.258
15. H 0.287
16. H 0.254
17. H 0.274